{"formula": "C21H42O21", "method": "wB97M-V/def2-TZVPD", "elements": ["H", "H", "C", "C", "O", "C", "O", "H", "H", "O", "O", "C", "O", "O", "H", "H", "C", "H", "H", "C", "C", "H", "C", "O", "H", "H", "H", "C", "O", "O", "C", "C", "O", "C", "H", "H", "O", "O", "H", "C", "H", "H", "H", "H", "H", "H", "C", "C", "O", "H", "H", "H", "O", "H", "O", "H", "H", "H", "O", "H", "H", "H", "H", "H", "H", "C", "H", "C", "O", "O", "O", "O", "C", "H", "C", "H", "H", "C", "H", "O", "H", "H", "C", "H"], "xyz": [[-2.043, -2.922, 3.470], [-0.633, -3.367, 2.331], [2.014, -2.859, 4.677], [-5.399, 0.465, -0.992], [1.053, -3.535, 4.465], [6.777, 4.645, -1.015], [-4.424, -2.046, 0.711], [-4.797, 1.009, -0.242], [-3.287, 1.092, 1.486], [3.579, 4.025, -2.264], [-1.970, 1.785, 2.807], [4.724, 3.702, -1.661], [-3.774, -1.762, 2.799], [-3.951, -0.326, -3.995], [-5.008, -2.459, -1.217], [-0.314, -0.870, -5.367], [-4.217, 0.403, -2.971], [-2.006, -4.495, 2.596], [1.491, 0.001, 4.393], [-1.191, 0.718, 2.755], [-1.687, -3.452, 2.583], [-0.640, -0.073, -2.262], [0.664, -1.070, -5.725], [-2.503, -3.004, 1.412], [-3.303, -2.171, -1.002], [-0.438, -1.005, -0.743], [3.915, 0.631, -2.722], [1.597, -2.709, 6.991], [5.528, 4.716, -1.780], [2.427, -2.340, 5.887], [0.895, -0.079, 3.469], [-0.979, -0.163, -1.230], [-1.485, -0.283, 2.181], [2.657, -3.014, 2.526], [-3.304, -0.429, -5.902], [0.349, -1.003, 3.525], [1.632, -1.531, -4.792], [-0.108, 0.957, 3.493], [-3.933, -3.711, -0.571], [-3.427, 0.423, -5.165], [3.385, -2.601, 1.824], [7.424, 5.480, -1.317], [0.726, 4.217, 0.561], [0.922, -0.052, -6.087], [2.558, 2.333, -2.948], [-0.122, 3.338, 1.863], [3.819, -0.354, -2.325], [-4.164, -2.634, -0.570], [-0.639, 0.979, -0.387], [6.494, 4.828, 0.044], [0.622, -1.765, -6.561], [-2.435, 0.816, -4.942], [1.378, 0.054, -0.049], [-5.913, -0.320, -0.424], [0.971, 2.175, 0.454], [1.537, 0.109, 2.588], [2.732, -4.106, 2.529], [-2.088, -0.260, -0.982], [1.550, 0.349, -3.609], [7.227, 3.674, -1.152], [1.688, 3.818, -2.678], [2.207, 2.778, -1.322], [-6.079, 1.107, -1.527], [-4.092, 1.200, -5.553], [-0.836, 3.293, 0.274], [0.640, 1.015, 0.026], [-3.814, 2.536, 2.305], [-3.337, 1.560, 2.405], [-4.146, 1.593, -2.907], [4.976, 2.701, -1.058], [3.182, -1.171, -3.304], [-4.608, -0.310, -1.948], [2.087, -0.688, -3.870], [1.638, -2.692, 2.176], [2.462, 3.151, -2.305], [0.927, -3.509, 6.679], [0.838, -2.014, 7.364], [0.096, 3.300, 0.795], [4.826, -0.725, -2.169], [2.897, -2.483, 3.829], [-3.830, 0.943, 3.130], [3.225, -0.274, -1.392], [-3.575, -2.267, 1.737], [2.162, -3.013, 7.864]], "lowdin_charge": [0.094, 0.071, -0.661, 0.009, 0.122, -0.003, -0.002, 0.093, 0.047, 0.010, 0.000, -0.654, 0.111, 0.029, 0.086, 0.061, -0.729, 0.096, 0.108, -0.633, 0.027, 0.085, -0.043, -0.035, 0.067, 0.102, 0.063, -0.058, 0.007, 0.000, -0.001, 0.015, 0.143, -0.018, 0.110, 0.079, 0.016, 0.016, 0.105, 0.007, 0.101, 0.094, 0.119, 0.107, 0.044, 0.085, -0.018, -0.051, -0.036, 0.106, 0.098, 0.086, 0.094, 0.093, 0.005, 0.107, 0.105, 0.106, 0.116, 0.086, 0.109, 0.083, 0.097, 0.097, 0.085, -0.659, 0.105, 0.005, 0.124, 0.131, 0.024, -0.041, -0.614, 0.097, -0.014, 0.083, 0.092, 0.020, 0.100, 0.026, 0.096, 0.093, -0.621, 0.089], "homo_lumo_gap_ev": 10.99, "total_energy_ha": -2405.3828, "smiles": "COC(=O)OC.COC(=O)OC.COC(=O)OC.COC(=O)OC.COC(=O)OC.COC(=O)OC.COC(=O)OC", "multiplicity": 1, "e_lumo_ha": 0.021}